(1)
Computed, not measured: a molecular structure, C25H38FN4O5PS5SbW, with ωB97M-V with the def2-TZVPD basis set.

Element x y z (Å)
W (0.200, 0.511, 0.374)
O (-3.663, -0.634, -1.599)
C (-3.773, 0.383, -2.477)
C (-4.902, 0.388, -3.298)
C (-5.090, 1.392, -4.222)
C (-4.155, 2.419, -4.351)
C (-3.038, 2.418, -3.544)
C (-2.823, 1.409, -2.597)
C (-1.606, 1.450, -1.767)
O (-1.457, 0.499, -0.851)
N (-0.744, 2.394, -1.924)
N (0.346, 2.252, -1.052)
C (1.272, 3.114, -1.307)
S (1.105, 4.257, -2.619)
C (2.584, 5.202, -2.163)
C (3.601, 4.242, -1.584)
S (2.752, 3.163, -0.402)
H (-2.845, -0.482, -1.084)
H (-5.612, -0.421, -3.182)
H (-5.971, 1.378, -4.851)
H (-4.302, 3.206, -5.077)
H (-2.296, 3.200, -3.629)
H (2.311, 5.970, -1.440)
H (2.958, 5.681, -3.067)
H (4.392, 4.762, -1.045)
H (4.046, 3.618, -2.358)
N (-1.142, 2.227, 1.221)
C (-0.705, 2.751, 2.529)
C (0.807, 2.757, 2.520)
N (1.240, 1.414, 2.118)
H (-1.121, 2.964, 0.521)
H (-2.098, 1.882, 1.269)
H (-1.075, 2.073, 3.298)
H (-1.112, 3.747, 2.715)
H (1.211, 3.030, 3.496)
H (1.178, 3.478, 1.791)
H (1.114, 0.751, 2.884)
H (2.268, 1.375, 1.935)
S (4.332, 0.641, 1.595)
Sb (3.433, -1.174, 0.522)
S (1.229, -1.463, 1.612)
S (1.886, -0.127, -1.127)
C (-2.152, -4.346, 0.898)
C (-1.685, -2.943, 0.602)
O (-1.721, -2.194, 1.837)
P (-1.340, -0.641, 1.887)
O (-1.112, -0.477, 3.467)
C (-0.687, -1.519, 4.381)
C (-1.869, -2.120, 5.101)
O (-2.793, 0.068, 1.725)
C (-3.955, -0.383, 2.456)
C (-4.883, -1.155, 1.548)
H (-2.126, -4.936, -0.020)
H (-3.173, -4.351, 1.283)
H (-1.498, -4.820, 1.631)
H (-2.332, -2.465, -0.137)
H (-0.659, -2.935, 0.240)
H (-0.003, -1.026, 5.071)
H (-0.125, -2.267, 3.826)
H (-2.467, -1.348, 5.589)
H (-1.514, -2.812, 5.868)
H (-2.499, -2.680, 4.410)
H (-4.437, 0.516, 2.841)
H (-3.635, -0.984, 3.307)
H (-5.172, -0.554, 0.687)
H (-5.782, -1.440, 2.098)
H (-4.402, -2.062, 1.183)
F (-0.531, -8.228, -3.495)
C (-0.454, -6.900, -3.268)
C (-1.002, -6.031, -4.198)
C (-0.924, -4.675, -3.966)
C (-0.302, -4.160, -2.801)
C (-0.231, -2.786, -2.540)
C (0.247, -5.097, -1.887)
C (0.172, -6.454, -2.115)
H (-1.477, -6.431, -5.084)
H (-1.349, -3.982, -4.681)
H (-0.620, -2.053, -3.233)
H (0.219, -2.430, -1.620)
H (0.742, -4.728, -0.996)
H (0.591, -7.173, -1.425)

Results
- ΔE to the lowest compared entry with this formula, charge and spin: 0.8679 eV
- 2S+1: 2
- <S²>: 0.79



(2)
Computed, not measured: a molecular structure, C25H38FN4O5PS5SbW, with ωB97M-V with the def2-TZVPD basis set.

Element x y z (Å)
W (-1.644, 0.509, -0.318)
O (-1.142, 1.498, 5.123)
C (-1.974, 0.427, 5.031)
C (-2.691, 0.003, 6.146)
C (-3.535, -1.090, 6.072)
C (-3.675, -1.781, 4.877)
C (-2.965, -1.359, 3.770)
C (-2.110, -0.256, 3.815)
C (-1.407, 0.102, 2.562)
O (-1.555, -0.670, 1.541)
N (-0.663, 1.171, 2.502)
N (-0.008, 1.208, 1.241)
C (1.192, 1.627, 1.431)
S (2.435, 1.839, 0.209)
C (3.390, 3.018, 1.197)
C (3.384, 2.481, 2.612)
S (1.675, 2.066, 3.064)
H (-1.174, 1.828, 6.027)
H (-2.579, 0.543, 7.080)
H (-4.084, -1.400, 6.952)
H (-4.333, -2.636, 4.809)
H (-3.058, -1.878, 2.827)
H (2.933, 4.006, 1.141)
H (4.390, 3.056, 0.768)
H (3.737, 3.229, 3.322)
H (4.008, 1.591, 2.692)
N (-1.824, 2.827, 0.104)
C (-0.686, 3.620, -0.378)
C (-0.173, 3.005, -1.670)
N (-0.154, 1.524, -1.608)
H (-2.700, 3.103, -0.328)
H (-1.946, 2.915, 1.110)
H (0.082, 3.621, 0.392)
H (-0.961, 4.661, -0.563)
H (0.819, 3.387, -1.910)
H (-0.845, 3.283, -2.476)
H (0.756, 1.164, -1.326)
H (-0.315, 1.161, -2.551)
S (-5.540, -1.498, -1.894)
Sb (-4.240, -1.590, -0.082)
S (-1.789, -1.583, -1.111)
S (-3.840, 0.799, 0.550)
C (5.835, -2.019, -0.236)
C (4.548, -1.255, -0.032)
O (3.455, -2.150, -0.235)
P (1.985, -1.691, 0.322)
O (1.320, -3.137, 0.080)
C (0.209, -3.534, 0.915)
C (0.706, -4.358, 2.081)
O (1.437, -0.823, -0.966)
C (1.442, -1.368, -2.305)
C (2.461, -0.649, -3.162)
H (6.693, -1.358, -0.104)
H (5.871, -2.438, -1.241)
H (5.910, -2.837, 0.480)
H (4.475, -0.421, -0.738)
H (4.497, -0.834, 0.979)
H (-0.455, -4.107, 0.269)
H (-0.346, -2.654, 1.245)
H (1.273, -5.221, 1.730)
H (-0.139, -4.711, 2.674)
H (1.351, -3.760, 2.728)
H (0.432, -1.240, -2.701)
H (1.645, -2.437, -2.264)
H (2.292, 0.431, -3.160)
H (2.383, -0.994, -4.195)
H (3.474, -0.841, -2.810)
F (-0.759, -0.789, -7.167)
C (-1.254, -0.314, -6.001)
C (-2.067, -1.129, -5.234)
C (-2.560, -0.648, -4.035)
C (-2.250, 0.640, -3.570)
C (-2.758, 1.105, -2.235)
C (-1.479, 1.442, -4.417)
C (-0.964, 0.975, -5.626)
H (-2.316, -2.122, -5.584)
H (-3.225, -1.267, -3.449)
H (-3.757, 0.694, -2.094)
H (-2.876, 2.196, -2.250)
H (-1.310, 2.483, -4.172)
H (-0.373, 1.609, -6.273)

Results
- ΔE to the lowest compared entry with this formula, charge and spin: 1.8411 eV
- 2S+1: 2
- <S²>: 0.76



(3)
Computed, not measured: C25H38N2O4 in the gas phase, with ωB97M-V with the def2-TZVPD basis set.

Element x y z (Å)
C (9.493, -2.446, -0.798)
O (9.157, -3.783, -1.068)
C (8.232, -4.350, -0.170)
C (6.789, -3.887, -0.410)
C (5.839, -4.646, 0.504)
O (6.241, -5.442, 1.330)
N (4.514, -4.407, 0.337)
C (3.909, -3.414, -0.518)
H (4.643, -2.989, -1.198)
C (3.270, -2.308, 0.326)
H (2.811, -1.561, -0.323)
H (4.036, -1.812, 0.926)
C (2.230, -2.913, 1.278)
C (2.899, -3.995, 2.128)
C (3.562, -5.038, 1.230)
H (4.108, -5.768, 1.828)
H (2.804, -5.555, 0.631)
H (2.157, -4.469, 2.770)
H (3.649, -3.524, 2.765)
O (1.714, -1.944, 2.170)
C (0.757, -1.067, 1.764)
C (0.337, -0.154, 2.736)
C (-0.636, 0.778, 2.451)
C (-1.201, 0.842, 1.181)
C (-0.796, -0.074, 0.221)
C (0.173, -1.022, 0.502)
H (0.453, -1.720, -0.272)
H (-1.248, -0.059, -0.761)
C (-2.309, 1.812, 0.915)
O (-3.353, 1.755, 1.542)
N (-2.091, 2.745, -0.043)
C (-0.857, 2.898, -0.770)
H (-0.933, 2.486, -1.781)
H (-0.046, 2.396, -0.247)
H (-0.618, 3.961, -0.850)
C (-3.178, 3.640, -0.390)
H (-3.848, 3.661, 0.471)
C (-3.941, 3.157, -1.624)
H (-3.253, 3.099, -2.472)
C (-5.104, 4.074, -2.002)
C (-6.188, 4.182, -0.929)
C (-6.784, 2.828, -0.524)
C (-8.193, 3.178, -0.059)
H (-8.848, 2.310, -0.005)
H (-8.154, 3.643, 0.927)
C (-8.649, 4.195, -1.102)
H (-9.478, 4.809, -0.753)
H (-8.973, 3.671, -2.003)
C (-7.394, 5.028, -1.400)
H (-7.426, 5.975, -0.862)
H (-7.321, 5.257, -2.463)
H (-6.198, 2.332, 0.248)
H (-6.842, 2.173, -1.396)
H (-5.759, 4.654, -0.041)
H (-5.557, 3.690, -2.920)
H (-4.717, 5.073, -2.217)
H (-4.314, 2.151, -1.425)
H (-2.774, 4.643, -0.558)
H (-0.966, 1.468, 3.212)
H (0.789, -0.209, 3.714)
H (1.413, -3.369, 0.698)
H (3.132, -3.905, -1.118)
H (6.534, -4.072, -1.455)
H (6.702, -2.817, -0.208)
H (8.292, -5.429, -0.327)
H (8.518, -4.138, 0.869)
H (9.823, -2.323, 0.241)
H (8.656, -1.762, -0.986)
H (10.311, -2.194, -1.469)

Results
- ΔE to the lowest compared entry with this formula, charge and spin: 0.9682 eV
- Structure (SMILES): COCCC(=O)N1CCC(Oc2ccc(C(=O)N(C)CCCC3CCCC3)cc2)CC1



- What is the formula in the first record?
  C25H38FN4O5PS5SbW



- Among the records above, which one has the lowest ΔE to the lowest compared entry with this formula, charge and spin?
  number 1